1.
{
  "formula": "C29H50BrHgN8OPSSi",
  "method": "ωB97M-V with the def2-TZVPD basis set",
  "elements": ["Hg", "N", "C", "O", "C", "C", "N", "C", "N", "H", "H", "C", "C", "C", "C", "Si", "Br", "C", "C", "C", "C", "C", "C", "C", "C", "H", "H", "H", "H", "H", "H", "H", "H", "H", "H", "H", "H", "H", "H", "H", "H", "H", "H", "H", "H", "H", "H", "H", "H", "H", "H", "H", "N", "C", "S", "N", "C", "C", "C", "C", "C", "C", "H", "H", "H", "H", "H", "H", "H", "H", "C", "N", "C", "N", "C", "N", "C", "P", "C", "C", "H", "H", "H", "H", "H", "H", "H", "H", "H", "H", "H", "H", "H"],
  "positions_angstrom": [[-0.69077, 0.79547, -0.07370], [-3.52816, 1.24520, -3.70690], [-3.31168, 0.45847, -2.63439], [-3.83081, 0.57335, -1.54866], [-2.29790, -0.63949, -2.83497], [-2.25717, -1.70834, -1.92039], [-2.16176, -2.60551, -1.20063], [-1.34136, -0.61849, -3.86151], [-0.54762, -0.58082, -4.70046], [-4.18523, 2.00190, -3.61295], [-3.07965, 1.09577, -4.59387], [0.70076, 5.87667, 3.46508], [0.45344, 4.47204, 2.88808], [1.49635, 4.20053, 1.79250], [-0.91514, 4.47450, 2.19000], [0.47879, 3.16107, 4.28489], [0.60354, 1.16325, 3.16522], [2.06604, 3.17858, 5.36576], [3.29629, 3.55575, 4.52723], [2.38098, 1.80927, 5.98887], [1.92695, 4.21095, 6.49833], [-1.15961, 3.03412, 5.27416], [-2.34380, 2.55733, 4.41725], [-1.53128, 4.40035, 5.87678], [-1.01450, 2.02467, 6.42361], [0.57388, 6.61748, 2.67003], [1.71227, 5.99196, 3.85415], [0.00119, 6.13214, 4.26238], [1.42826, 4.99793, 1.04617], [1.30339, 3.25596, 1.28077], [2.51870, 4.18525, 2.16188], [-0.86806, 5.14156, 1.32406], [-1.71016, 4.84155, 2.83766], [-1.19632, 3.48252, 1.82813], [3.43531, 2.87821, 3.68192], [4.18685, 3.48338, 5.15877], [3.25122, 4.57560, 4.14914], [2.60063, 1.06592, 5.22080], [1.58211, 1.42227, 6.61613], [3.27203, 1.91074, 6.61591], [1.68720, 5.20845, 6.12723], [2.87732, 4.28326, 7.03552], [1.16584, 3.92867, 7.22501], [-2.64886, 3.29050, 3.67502], [-3.20153, 2.39060, 5.07589], [-2.14774, 1.62184, 3.89246], [-1.76879, 5.13439, 5.10661], [-0.74581, 4.81427, 6.50955], [-2.42408, 4.28398, 6.49807], [-0.72917, 1.03289, 6.06234], [-1.98058, 1.92496, 6.92634], [-0.29098, 2.33767, 7.17443], [-1.94341, -3.11066, 1.93620], [-2.02637, -1.92017, 2.56180], [-2.84320, -0.63226, 1.87427], [-1.44430, -1.79230, 3.78550], [-0.58016, -2.69626, 4.44524], [-0.90932, -4.03742, 4.62979], [-0.02776, -4.88400, 5.29080], [1.16314, -4.39886, 5.80811], [1.46364, -3.04916, 5.67257], [0.60609, -2.20319, 4.98856], [-2.26788, -3.15217, 0.98050], [-1.41536, -3.87553, 2.31647], [-1.39839, -0.82815, 4.08219], [-1.87752, -4.40897, 4.32069], [-0.29770, -5.92229, 5.43224], [1.83549, -5.05818, 6.33945], [2.37311, -2.64928, 6.10275], [0.84521, -1.15280, 4.87323], [3.07349, -3.95146, -0.21972], [2.54810, -2.72051, -0.96500], [3.59704, -1.60549, -0.84099], [3.90358, -1.34462, 0.51732], [4.37120, -2.56047, 1.17730], [3.38333, -3.63564, 1.12685], [2.18887, -3.32562, 1.92587], [1.27661, -1.79476, 1.37994], [1.22118, -2.27545, -0.42174], [2.78687, -0.71887, 1.23830], [3.96586, -4.27286, -0.75895], [2.29963, -4.71594, -0.28524], [2.44117, -2.95526, -1.95261], [3.18180, -0.72685, -1.33409], [4.47694, -1.96186, -1.37862], [4.59731, -2.33487, 2.21769], [5.28484, -2.90008, 0.68529], [2.48160, -3.20087, 2.96928], [1.50967, -4.18149, 1.89940], [0.88974, -1.42100, -1.01414], [0.50415, -3.08462, -0.56589], [3.11691, -0.45611, 2.24479], [2.51037, 0.21732, 0.74773]],
  "homo_energy_ev": [-9.889, -9.876],
  "charge": 1,
  "homo_lumo_gap_ev": [7.4, 4.5],
  "relative_energy_kcal_mol": 26.2,
  "e_lumo_ev": [-2.539, -5.390],
  "spin_multiplicity": 2
}

***

2.
{
  "formula": "C44H41N4",
  "method": "ωB97M-V with the def2-TZVPD basis set",
  "elements": ["C", "C", "C", "C", "C", "C", "C", "C", "C", "C", "C", "C", "C", "C", "C", "C", "C", "C", "C", "C", "C", "H", "H", "H", "H", "H", "H", "H", "H", "H", "H", "H", "H", "H", "H", "H", "H", "H", "C", "C", "C", "C", "C", "N", "C", "C", "N", "C", "C", "N", "C", "C", "C", "C", "C", "C", "C", "C", "C", "N", "C", "C", "C", "C", "C", "H", "H", "H", "H", "H", "H", "H", "H", "H", "H", "H", "H", "H", "H", "H", "H", "H", "H", "H", "H", "H", "H", "H", "H"],
  "positions_angstrom": [[1.90228, -1.55118, 5.89137], [2.75205, -2.51773, 5.33670], [2.45162, -3.09621, 4.10664], [1.25301, -2.75756, 3.44430], [0.92117, -3.34118, 2.13896], [1.90366, -3.38267, 1.13556], [1.72816, -3.96412, -0.10810], [2.74072, -4.01673, -1.12400], [2.42881, -4.59692, -2.38121], [3.35822, -4.60034, -3.41496], [4.63576, -4.05017, -3.21782], [4.97109, -3.49786, -1.97257], [4.04476, -3.48533, -0.93002], [-0.43212, -3.86420, 1.91816], [-1.18640, -3.50685, 0.78253], [-2.47997, -4.00008, 0.62367], [-3.01700, -4.89979, 1.55495], [-2.26316, -5.28192, 2.67319], [-0.99484, -4.75124, 2.86997], [0.38478, -1.80386, 4.02466], [0.72730, -1.18439, 5.22021], [2.15491, -1.08321, 6.84223], [3.65920, -2.81891, 5.86010], [3.10636, -3.84681, 3.65445], [2.86468, -2.92427, 1.38842], [0.80786, -4.51838, -0.30701], [1.43558, -5.03151, -2.51470], [3.09068, -5.03385, -4.37893], [5.36574, -4.05290, -4.02963], [5.96244, -3.07216, -1.81175], [4.31413, -3.06750, 0.04134], [-0.74500, -2.81188, 0.05749], [-3.06717, -3.68165, -0.23819], [-4.01956, -5.30315, 1.41269], [-2.66506, -5.99029, 3.39837], [-0.39589, -5.03597, 3.74083], [-0.53178, -1.53680, 3.49001], [0.06990, -0.41760, 5.63042], [-0.10857, 3.02198, 3.39099], [1.24461, 3.15454, 3.04914], [1.63328, 3.13809, 1.70809], [0.67682, 2.97397, 0.69718], [1.13330, 2.98133, -0.74634], [0.06880, 2.65530, -1.71281], [-0.23917, 3.69959, -2.67118], [-1.60635, 3.47592, -3.28199], [-1.74388, 2.11014, -3.73760], [-2.51994, 1.86424, -4.93236], [-3.23836, 0.53454, -4.84101], [-2.32670, -0.51206, -4.42274], [-2.77130, -1.88846, -4.70739], [-1.84829, -2.65154, -5.63363], [-2.10134, -4.00950, -5.86923], [-1.28403, -4.73769, -6.73595], [-0.21175, -4.10998, -7.38574], [0.03360, -2.75103, -7.16169], [-0.78585, -2.02187, -6.28950], [-1.40891, -0.25991, -3.42644], [-0.74410, -1.28335, -2.70667], [0.03362, -1.02471, -1.65449], [0.30081, 0.23657, -1.30976], [-0.24162, 1.34531, -2.00825], [-1.14080, 1.08404, -3.07097], [-0.67434, 2.85414, 1.03623], [-1.06596, 2.87435, 2.38164], [-0.41648, 3.04269, 4.43863], [1.99544, 3.27950, 3.83095], [2.68273, 3.24816, 1.42051], [1.49987, 3.98620, -1.00355], [1.98188, 2.29059, -0.87427], [-0.20998, 4.65895, -2.14171], [0.52229, 3.72417, -3.47162], [-2.37629, 3.70771, -2.52384], [-1.75527, 4.14193, -4.13844], [-3.24133, 2.67987, -5.04944], [-1.86231, 1.85201, -5.82057], [-4.08022, 0.61787, -4.13014], [-3.64389, 0.25282, -5.81967], [-2.90154, -2.44567, -3.76577], [-3.76636, -1.81285, -5.17031], [-2.94663, -4.47927, -5.35841], [-1.48577, -5.79541, -6.91197], [0.42536, -4.67527, -8.06905], [0.85658, -2.24240, -7.66468], [-0.60210, -0.95943, -6.11638], [-0.87136, -2.33251, -2.98426], [0.97432, 0.39161, -0.46346], [-1.41850, 2.74494, 0.24452], [-2.12440, 2.78085, 2.62632]],
  "homo_energy_ev": -8.930,
  "charge": 1,
  "homo_lumo_gap_ev": 4.0,
  "e_lumo_ev": -4.930
}

***

3.
{
  "formula": "C2H3I3Si",
  "method": "ωB97M-V with the def2-TZVPD basis set",
  "elements": ["C", "C", "Si", "I", "I", "I", "H", "H", "H"],
  "positions_angstrom": [[0.59178, -1.34109, -2.28585], [1.41782, -0.75105, -1.67178], [-0.61402, 0.86009, 1.49825], [-2.76874, -0.29556, 0.86892], [-0.23836, 0.43829, 3.97034], [-0.51488, 3.14920, 0.85627], [-0.02105, -1.93148, -2.97059], [0.25361, 0.07426, 0.78913], [1.89385, -0.20266, -1.05468]],
  "homo_energy_ev": -9.641,
  "homo_lumo_gap_ev": 8.9,
  "relative_energy_kcal_mol": 52.9,
  "e_lumo_ev": -0.702,
  "smiles": "I[SiH](I)I.C#C"
}

***

no.,energy (eV)
1,-147067.67022
2,-52247.42758
3,-34302.16375